Entry from OMol25: a structure of composition C29H41BGaN3O3 (ωB97M-V/def2-TZVPD).

The geometry in ORCA input format:
```
! wB97M-V def2-TZVPD RIJCOSX def2/J DEFGRID3
* xyz 0 1
Ga 1.229 -0.682 0.511
N 1.025 -2.769 0.502
C 0.036 -3.400 1.401
C 0.392 -3.228 2.870
C 0.167 -1.825 3.395
N 1.052 -0.895 2.690
H 0.759 -2.946 -0.468
H 1.967 -3.142 0.617
H -0.066 -4.459 1.159
H -0.928 -2.924 1.197
H 1.438 -3.517 3.024
H -0.210 -3.913 3.470
H 0.314 -1.802 4.480
H -0.864 -1.516 3.200
H 2.029 -1.114 2.870
H 0.930 0.066 2.990
C 5.449 -2.065 0.568
C 4.065 -1.480 0.568
O 4.115 -0.219 0.766
H 6.232 -1.367 0.874
H 5.640 -2.405 -0.455
H 5.469 -2.970 1.180
C -3.127 -2.625 -4.033
C -1.804 -2.313 -3.383
C -0.625 -2.820 -3.908
C 0.593 -2.495 -3.317
C 1.892 -3.005 -3.881
C 0.602 -1.678 -2.200
C -0.578 -1.170 -1.605
C -1.782 -1.504 -2.250
N -0.435 -0.410 -0.456
C -1.463 0.534 0.004
C -2.700 -0.125 0.647
C -3.694 0.939 1.131
C -4.109 1.827 -0.049
C -2.880 2.539 -0.624
C -2.217 3.390 0.461
C -1.795 2.480 1.616
C -3.031 1.800 2.208
C -0.829 1.414 1.093
C -1.878 1.498 -1.128
H -3.007 -3.329 -4.856
H -3.589 -1.719 -4.430
H -3.827 -3.059 -3.317
H -0.648 -3.446 -4.793
H 1.782 -3.296 -4.926
H 2.242 -3.882 -3.330
H 2.673 -2.247 -3.818
H 1.572 -1.360 -1.817
H -2.725 -1.139 -1.881
H -2.359 -0.726 1.502
H -3.196 -0.810 -0.038
H -4.578 0.445 1.545
H -4.851 2.561 0.279
H -4.582 1.216 -0.825
H -3.184 3.179 -1.456
H -2.909 4.157 0.823
H -1.343 3.903 0.051
H -1.288 3.070 2.384
H -3.732 2.555 2.577
H -2.748 1.175 3.062
H -0.538 0.775 1.932
H 0.074 1.893 0.698
H -0.970 1.987 -1.494
H -2.305 0.956 -1.970
O 2.978 1.484 -0.582
B 2.840 0.647 0.618
O 2.742 1.561 1.758
C 2.641 2.812 1.223
C 2.420 3.995 1.884
C 2.339 5.162 1.110
C 2.482 5.113 -0.266
C 2.712 3.900 -0.929
C 2.784 2.759 -0.164
H 2.314 4.018 2.961
H 2.163 6.111 1.599
H 2.416 6.027 -0.842
H 2.825 3.851 -2.004
*
```

The energy above the lowest of the compared OMol25 structures with the same formula, charge and spin is 0.0 kcal per mole. As for the HOMO energy: -6.9 eV. The value obtained for the frontier orbital gap is 0.2613 hartree.